(1)
Below is a 2-piece molecular cluster, C4H8BrN2 overall at a distorted geometry, with properties calculated with ωB97M-V/def2-TZVPD.

Output
- Molar mass: 164.03 g mol⁻¹
- Strongest force on any atom: 3.86 eV/A
- LUMO: -3.905 eV
- Highest occupied orbital energy: -14.15 eV
- Energy relative to the best compared isomer or geometry (same formula, charge and spin): 144.87 kJ/mol
- E: -2840.46494 a.u.

Geometry as ORCA input:
```
! RIJCOSX wB97M-V def2-TZVPD def2/J DEFGRID3
* xyz 1 1
C 0.24 -1.50 -1.32
C 0.84 -0.46 0.61
C 1.72 -0.21 -0.37
C -1.82 1.60 1.00
N -0.13 -1.28 -0.01
N 1.39 -0.90 -1.54
Br 3.17 1.09 -0.23
H -0.30 -2.14 -2.00
H -2.81 1.90 1.51
H 0.84 -0.06 1.56
H -1.27 2.56 0.85
H -1.96 1.14 0.07
H -1.16 0.96 1.76
H -0.77 -1.84 0.54
H 2.01 -0.85 -2.42
*
```

(2)
Below is C25H42AsN6O2Si3Y as an isolated structure at a distorted geometry, with properties calculated with ωB97M-V/def2-TZVPD.

Output
- Molar mass: 706.74 g mol⁻¹
- Strongest force on any atom: 2.31 eV/A
- LUMO: -5.338 eV
- Highest occupied orbital energy: -14.18 eV
- Energy relative to the best compared isomer or geometry (same formula, charge and spin): 87.66 kJ/mol
- E: -4599.19252 a.u.

Geometry as ORCA input:
```
! RIJCOSX wB97M-V def2-TZVPD def2/J DEFGRID3
* xyz 2 1
Y -0.66 0.12 -0.76
C -2.11 0.50 -3.91
N -2.53 -0.26 -2.72
C -2.59 -1.71 -2.95
C -1.18 -2.22 -2.98
N -0.18 -1.60 -2.38
C 0.97 -2.36 -2.66
C 2.30 -2.15 -2.30
C 3.22 -3.09 -2.73
C 2.83 -4.20 -3.50
C 1.52 -4.40 -3.87
C 0.60 -3.45 -3.43
N -0.77 -3.32 -3.62
C -1.36 1.72 -3.50
N -0.50 1.75 -2.50
C 0.04 3.05 -2.49
C 0.99 3.62 -1.65
C 1.33 4.94 -1.89
C 0.74 5.67 -2.93
C -0.20 5.11 -3.77
C -0.53 3.78 -3.52
N -1.42 2.89 -4.14
H -2.96 0.77 -4.55
H -1.44 -0.13 -4.51
H -3.45 0.06 -2.42
H -3.11 -1.98 -3.87
H -3.13 -2.17 -2.12
H 2.60 -1.29 -1.72
H 4.26 -2.97 -2.47
H 3.59 -4.90 -3.82
H 1.23 -5.25 -4.48
H -1.37 -3.95 -4.14
H 1.46 3.06 -0.85
H 2.07 5.42 -1.26
H 1.03 6.70 -3.08
H -0.66 5.67 -4.57
H -2.01 3.10 -4.93
C 3.00 0.32 0.63
Si 2.15 0.81 2.22
C 1.98 2.66 2.32
C 2.99 0.11 3.70
As -0.05 -0.04 1.88
Si -0.14 -2.39 2.38
C -1.83 -2.72 3.02
C 1.18 -2.88 3.57
C 0.14 -3.21 0.73
Si -1.47 1.10 3.48
C -3.21 0.49 3.51
C -1.39 2.88 2.94
C -0.61 0.74 5.10
H 4.01 0.74 0.58
H 2.46 0.69 -0.25
H 3.09 -0.77 0.55
H 2.97 3.12 2.26
H 1.54 2.95 3.27
H 1.36 3.07 1.52
H 3.96 0.60 3.83
H 3.16 -0.96 3.59
H 2.40 0.27 4.61
H -1.97 -2.27 4.00
H -1.98 -3.80 3.13
H -2.60 -2.34 2.34
H 1.24 -2.22 4.44
H 2.16 -2.91 3.09
H 0.96 -3.89 3.94
H -0.72 -3.06 0.07
H 0.25 -4.29 0.85
H 1.04 -2.85 0.23
H -3.62 0.24 2.53
H -3.82 1.29 3.93
H -3.32 -0.38 4.17
H -2.37 3.35 3.06
H -1.11 2.97 1.89
H -0.67 3.45 3.53
H -0.23 -0.28 5.09
H -1.30 0.83 5.94
H 0.22 1.42 5.27
O -2.65 -0.84 -0.01
N -3.26 0.25 0.18
O -2.55 1.25 -0.13
*
```

(3)
Below is C26H49N4O4PdSSi as an isolated structure, with properties calculated with ωB97M-V/def2-TZVPD.

Output
- Molar mass: 648.28 g mol⁻¹
- Strongest force on any atom: 0.65 eV/A
- LUMO: -2.382 eV
- Highest occupied orbital energy: -10.49 eV
- Energy relative to the best compared isomer or geometry (same formula, charge and spin): 0.00 kJ/mol
- E: -2355.69861 a.u.

Geometry as ORCA input:
```
! RIJCOSX wB97M-V def2-TZVPD def2/J DEFGRID3
* xyz 1 1
Pd 1.76 1.18 0.04
N 3.78 1.22 0.74
C 4.53 2.17 -0.13
C 4.08 3.60 0.10
C 2.68 3.94 -0.38
N 1.65 3.20 0.38
H 3.95 1.44 1.71
H 4.14 0.28 0.59
H 4.35 1.87 -1.17
H 5.60 2.09 0.05
H 4.78 4.25 -0.42
H 4.18 3.85 1.16
H 2.55 3.68 -1.43
H 2.52 5.01 -0.28
H 0.72 3.48 0.07
H 1.72 3.40 1.37
C -1.11 -1.33 1.47
C -1.46 -0.10 2.30
C -0.26 0.39 3.09
C -2.62 -0.41 3.24
O -1.89 0.97 1.46
Si -2.03 1.22 -0.15
S -0.17 1.40 -1.19
O -2.90 2.57 -0.38
C -2.79 3.95 -0.01
C -4.21 4.48 0.06
C -2.01 4.68 -1.10
C -2.12 4.09 1.35
O -2.93 0.00 -0.74
C -3.31 -0.37 -2.08
C -3.32 0.85 -3.00
C -4.71 -0.96 -1.96
C -2.32 -1.41 -2.57
H -0.81 -2.16 2.12
H -0.29 -1.11 0.78
H -1.98 -1.64 0.88
H 0.11 -0.39 3.76
H -0.55 1.26 3.69
H 0.54 0.69 2.41
H -2.35 -1.21 3.93
H -3.49 -0.73 2.66
H -2.89 0.48 3.81
H -4.71 4.35 -0.90
H -4.22 5.54 0.31
H -4.78 3.94 0.81
H -2.50 4.54 -2.07
H -0.99 4.28 -1.19
H -1.96 5.74 -0.88
H -2.65 3.51 2.10
H -2.10 5.13 1.65
H -1.09 3.71 1.32
H -3.97 1.62 -2.60
H -3.69 0.56 -3.99
H -2.32 1.26 -3.11
H -5.41 -0.20 -1.60
H -4.71 -1.79 -1.27
H -5.06 -1.31 -2.94
H -1.31 -1.01 -2.58
H -2.59 -1.74 -3.58
H -2.35 -2.28 -1.91
C 2.48 -5.21 1.00
N 2.44 -3.77 1.10
N 2.22 -2.98 -0.01
C 2.21 -1.67 0.38
O 1.97 -0.76 -0.47
C 2.49 -1.66 1.77
C 2.61 -2.97 2.16
C 2.86 -3.53 3.53
C 1.92 -3.50 -1.30
C 0.64 -3.35 -1.80
C 0.34 -3.85 -3.06
C 1.32 -4.49 -3.80
C 2.61 -4.62 -3.30
C 2.92 -4.12 -2.04
H 1.64 -5.56 0.40
H 2.38 -5.62 2.00
H 3.41 -5.56 0.56
H 2.51 -0.79 2.40
H 3.02 -2.71 4.23
H 3.74 -4.17 3.54
H 2.01 -4.11 3.87
H -0.11 -2.84 -1.20
H -0.66 -3.73 -3.46
H 1.08 -4.88 -4.78
H 3.37 -5.11 -3.88
H 3.92 -4.19 -1.65
*
```